(1)
Below is the ion C11H14N3 with charge +1, with properties calculated with wB97M-V/def2-TZVPD.

Properties
HOMO level	-11.4	eV
gap between HOMO and LUMO	7.5	eV
lowest unoccupied orbital energy	-3.8	eV
charge	+1
strongest force on any atom	0.1194	Eh/bohr
energy above the lowest of the compared OMol25 structures with the same formula, charge and spin	368.4	kJ/mol

Element x y z (Å)
C1 -3.4617 0.6963 0.1272
C2 -3.1111 0.2772 -1.1645
C3 -2.4650 0.6769 1.1143
C4 -1.8099 0.1331 -1.5278
C5 -1.2500 0.2837 0.8493
C6 2.3912 -1.7393 -0.2140
C7 2.7774 -0.5600 0.3010
C8 -0.8029 0.0353 -0.5113
C9 0.4941 -0.5273 -0.6169
C10 0.4017 -2.9331 -1.0947
C11 1.3391 2.6748 1.2977
N1 1.0760 -1.6715 -0.7111
N2 1.8707 0.4257 0.5378
N3 2.1435 1.6559 0.6777
H1 -4.5097 0.8910 0.4886
H2 -3.8579 0.2462 -1.9319
H3 -2.6329 0.9012 2.1200
H4 -1.4595 0.0927 -2.5713
H5 -0.4459 0.2127 1.5545
H6 2.9044 -2.6164 -0.3339
H7 3.7580 -0.4332 0.6074
H8 -0.6375 -2.6834 -1.3653
H9 0.8054 -3.4527 -1.9509
H10 0.2810 -3.5595 -0.1436
H11 1.9996 3.5109 1.3936
H12 0.4552 3.0348 0.7072
H13 0.9669 2.4179 2.3070
H14 2.7799 2.0102 0.0538


(2)
Below is a structure of composition C11H14N3O4SZn, with properties calculated with wB97M-V/def2-TZVPD.

Properties
HOMO level	-2.0	eV
gap between HOMO and LUMO	4.9	eV
lowest unoccupied orbital energy	2.9	eV
charge	-1
strongest force on any atom	0.2111	Eh/bohr

Element x y z (Å)
Zn1 0.0000 0.0000 0.0000
C1 -0.4061 -4.1083 -0.6533
C2 0.1489 -2.7374 -0.9112
O1 -0.1930 -1.7520 -0.2561
C3 1.1495 -2.5389 -1.9926
C4 1.6194 -3.5806 -2.8082
C5 2.5578 -3.3047 -3.7981
C6 3.0132 -2.0008 -3.9612
C7 2.5296 -0.9766 -3.1348
C8 1.5827 -1.2024 -2.1218
O2 1.1240 -0.2899 -1.3539
H1 -1.1219 -4.0565 0.1729
H2 0.3959 -4.7933 -0.3661
H3 -0.9333 -4.4756 -1.5376
H4 1.2647 -4.5954 -2.6809
H5 2.9315 -4.0970 -4.4370
H6 3.7444 -1.7636 -4.7266
H7 2.8973 0.0386 -3.2768
O3 1.4161 3.4229 -1.4341
N1 1.7341 2.4840 -0.5385
O4 0.8104 1.5195 -0.5074
S1 -1.4796 -0.8730 1.4420
C9 -2.1875 0.5932 1.6766
N2 -1.7471 1.5705 2.5439
C10 -2.6658 2.6801 2.5802
C11 -3.5987 2.4187 1.3996
N3 -3.3208 1.0516 1.0391
H8 -0.9797 1.4114 3.1853
H9 -2.1214 3.6236 2.4943
H10 -3.2011 2.6486 3.5342
H11 -3.3551 3.0536 0.5423
H12 -4.6549 2.5343 1.6551
H13 -3.7607 0.5321 0.2892
H14 -0.5208 1.1434 0.9010


(3)
Below is the molecule C11H14N4O, with properties calculated with wB97M-V/def2-TZVPD.

Properties
HOMO level	-8.4	eV
gap between HOMO and LUMO	8.9	eV
lowest unoccupied orbital energy	0.5	eV
strongest force on any atom	0.0659	Eh/bohr
energy above the lowest of the compared OMol25 structures with the same formula, charge and spin	2.5	kJ/mol

Element x y z (Å)
C1 1.4626 -2.6431 2.4747
C2 1.2742 -1.1280 2.5098
C3 -0.1566 -0.6581 2.7552
C4 -0.1929 0.8832 2.6871
C5 0.2224 1.3881 1.2997
O1 1.3151 1.9535 1.1671
N1 -0.5209 1.0669 0.1751
C6 -0.2349 1.0222 -1.1754
C7 0.9399 1.3919 -1.8167
C8 1.1295 1.3799 -3.2750
C9 0.0700 0.8911 -4.0167
N2 -1.0692 0.3673 -3.4273
N3 -2.1581 -0.1214 -4.0502
C10 -2.9515 -0.3780 -3.0243
N4 -2.4700 -0.0595 -1.7543
C11 -1.2594 0.3974 -2.0408
H1 1.1484 -3.0934 3.4166
H2 2.5240 -2.8108 2.3464
H3 0.9279 -3.1238 1.6404
H4 1.6158 -0.6996 1.5544
H5 1.9102 -0.7635 3.3511
H6 -0.5671 -1.0167 3.7255
H7 -0.8186 -1.0673 1.9847
H8 0.4951 1.2727 3.4481
H9 -1.2183 1.2607 2.8765
H10 -1.3749 0.6039 0.4396
H11 1.7745 1.7732 -1.2212
H12 2.0228 1.7934 -3.7509
H13 0.0748 0.9787 -5.0861
H14 -3.9148 -0.8612 -3.2131


(4)
Below is a structure of composition C11H14N4O5S2SbSe4Sn, with properties calculated with wB97M-V/def2-TZVPD.

Properties
HOMO level	-5.6	eV
gap between HOMO and LUMO	7.0	eV
lowest unoccupied orbital energy	1.4	eV
charge	-1
strongest force on any atom	0.0027	Eh/bohr
energy above the lowest of the compared OMol25 structures with the same formula, charge and spin	48.3	kJ/mol

Element x y z (Å)
Sn1 -0.5527 -0.6800 -1.7790
Se1 3.1495 1.7141 2.4589
Sb1 2.6389 -0.2330 1.2271
Se2 2.4733 -0.0102 -1.1743
Se3 -0.4074 0.4254 0.6548
Se4 2.8062 -2.4044 2.1733
O1 -4.7811 -0.3049 -0.1712
S1 -3.4207 0.0537 -0.4573
O2 -3.1597 1.3374 -1.0651
O3 -2.7005 -1.0284 -1.2181
S2 -2.4675 0.0027 1.4077
N1 -0.2599 2.0773 -2.7238
C1 -0.3065 2.7957 -1.8159
N2 -0.3396 3.6665 -0.8241
C2 -1.5984 3.9043 -0.1118
C3 -1.5240 5.2929 0.4923
O4 -0.3963 5.4335 1.3382
C4 0.8131 5.2085 0.6313
C5 0.8511 3.8211 0.0241
H1 -1.7287 3.1519 0.6720
H2 -2.4317 3.8129 -0.8054
H3 -2.4027 5.4821 1.1077
H4 -1.4814 6.0426 -0.3105
H5 1.6221 5.3189 1.3518
H6 0.9249 5.9660 -0.1570
H7 0.8494 3.0657 0.8135
H8 1.7454 3.6802 -0.5817
N3 3.4105 -4.7381 -0.4126
C6 2.2970 -5.5113 -0.3846
O5 2.3054 -6.7244 -0.5017
C7 1.0113 -4.7566 -0.2219
C8 -0.0398 -5.3436 0.4647
C9 -1.2118 -4.6298 0.6353
C10 -1.3147 -3.3678 0.0772
N4 -0.3165 -2.8178 -0.6200
C11 0.8297 -3.4873 -0.7473
H9 4.2873 -5.2332 -0.4130
H10 3.3870 -3.8358 0.0535
H11 0.0829 -6.3440 0.8589
H12 -2.0469 -5.0386 1.1863
H13 -2.2151 -2.7762 0.1670
H14 1.6185 -2.9880 -1.2994


strongest force on any atom of number 2 (C11H14N3O4SZn)?
0.2111 Eh/bohr